Record 1
Here is a 2-piece molecular cluster, C3H4O2 overall in a non-equilibrium geometry from the OMol25 dataset. Energies are from the ωB97M-V functional and the def2-TZVPD basis.

2S+1 = 1
Energy above the lowest of the compared OMol25 structures with the same formula, charge and spin = 345.5 kJ/mol

```
9
C3H4O2 | the OMol25 dataset | the ωB97M-V functional and the def2-TZVPD basis
C -1.478 -0.163 -0.198
C -0.422 0.718 0.107
C 1.339 -0.357 0.091
O -2.004 -0.910 -0.957
O -1.449 0.178 1.073
H -0.463 1.692 -0.294
H 1.386 -0.567 1.122
H 2.033 0.465 -0.218
H 1.058 -1.056 -0.726
```

Just the Mulliken charges please, in e? Sure, here they are: 0.645 -0.186 -0.773 -0.521 -0.359 0.303 0.319 0.252 0.319

***

Record 2
Here is C4H12S2 as an isolated structure in a non-equilibrium geometry from the OMol25 dataset. Energies are from the ωB97M-V functional and the def2-TZVPD basis.

2S+1 = 1
Energy above the lowest of the compared OMol25 structures with the same formula, charge and spin = 162.9 kJ/mol

```
18
C4H12S2 | the OMol25 dataset | the ωB97M-V functional and the def2-TZVPD basis
C 1.751 -1.151 0.688
C 2.192 0.196 0.129
C -2.329 0.948 0.413
C -1.667 -0.390 0.712
H 2.624 -1.761 0.949
H 1.161 -1.707 -0.046
H 1.137 -1.020 1.584
H 2.825 0.069 -0.754
H 2.783 0.743 0.867
H 0.230 0.516 -1.191
H -2.874 1.311 1.292
H -3.046 0.860 -0.410
H -1.584 1.699 0.131
H -2.408 -1.137 1.016
H -0.955 -0.290 1.539
H -1.683 -1.134 -1.554
S 0.812 1.311 -0.275
S -0.680 -1.047 -0.668
```

Just the Mulliken charges please, in e? Sure, here they are: -1.050 -0.306 -0.924 -0.369 0.364 0.353 0.214 0.308 0.306 0.215 0.330 0.283 0.227 0.417 0.203 0.118 -0.312 -0.376

***

Calculated Kohn-Sham gap in order - 10.90; 8.75 eV
Calculated LUMO energy in order - 0.028; 0.026 hartree